(1)
{"formula": "C45H111N5O13", "method": "the ωB97M-V functional and the def2-TZVPD basis", "elements": ["O", "H", "H", "O", "H", "H", "O", "H", "H", "O", "H", "H", "O", "H", "H", "O", "H", "H", "O", "H", "H", "O", "H", "H", "C", "C", "C", "C", "C", "C", "N", "O", "C", "C", "C", "H", "H", "H", "H", "H", "H", "H", "H", "H", "H", "H", "H", "H", "H", "H", "H", "H", "H", "H", "C", "C", "C", "C", "C", "C", "N", "O", "C", "C", "C", "H", "H", "H", "H", "H", "H", "H", "H", "H", "H", "H", "H", "H", "H", "H", "H", "H", "H", "H", "C", "C", "C", "C", "C", "C", "N", "O", "C", "C", "C", "H", "H", "H", "H", "H", "H", "H", "H", "H", "H", "H", "H", "H", "H", "H", "H", "H", "H", "H", "C", "C", "C", "C", "C", "C", "N", "O", "C", "C", "C", "H", "H", "H", "H", "H", "H", "H", "H", "H", "H", "H", "H", "H", "H", "H", "H", "H", "H", "H", "C", "C", "C", "C", "C", "C", "N", "O", "C", "C", "C", "H", "H", "H", "H", "H", "H", "H", "H", "H", "H", "H", "H", "H", "H", "H", "H", "H", "H", "H"], "coordinates": [[2.39, 5.50, -1.50], [2.58, 5.02, -2.31], [3.19, 5.41, -0.98], [-6.55, 0.21, -1.24], [-6.17, -0.25, -1.99], [-6.96, -0.48, -0.72], [4.25, 1.64, -3.21], [3.79, 1.02, -3.78], [5.09, 1.21, -3.02], [2.87, -0.49, -4.63], [3.02, -0.24, -5.54], [2.51, -1.38, -4.68], [-5.62, -0.81, -3.84], [-5.19, -1.66, -3.96], [-6.15, -0.69, -4.62], [-4.70, 2.40, -2.27], [-4.89, 1.47, -2.24], [-5.54, 2.82, -2.48], [-1.63, -0.94, -5.88], [-1.60, -0.53, -5.01], [-1.36, -1.84, -5.73], [-0.25, 4.08, -4.56], [-0.45, 4.24, -3.64], [-0.92, 3.46, -4.85], [-7.98, 6.55, 2.87], [-6.38, 6.35, 2.54], [-5.47, 6.86, 3.72], [-4.02, 6.37, 3.75], [-4.11, 4.82, 3.50], [-4.86, 4.22, 2.21], [-6.16, 4.90, 2.21], [-7.11, 4.24, 1.46], [-4.10, 4.45, 0.88], [-5.08, 2.75, 2.56], [-6.04, 7.28, 1.34], [-8.30, 7.43, 3.44], [-8.18, 5.73, 3.56], [-8.69, 6.28, 2.09], [-5.45, 7.94, 3.62], [-5.82, 6.89, 4.76], [-3.57, 6.64, 4.70], [-3.40, 6.83, 2.98], [-4.42, 4.34, 4.43], [-3.13, 4.35, 3.62], [-4.71, 4.26, -0.01], [-3.93, 5.50, 0.63], [-3.10, 4.01, 0.83], [-5.71, 2.17, 1.89], [-4.13, 2.23, 2.57], [-5.53, 2.61, 3.55], [-6.24, 8.34, 1.54], [-6.61, 6.91, 0.48], [-4.97, 7.17, 1.17], [-7.50, 3.68, 2.13], [0.01, 2.45, -1.82], [-0.02, 0.98, -1.14], [-0.55, 1.13, 0.36], [-1.56, 0.06, 0.86], [-1.40, -1.27, 0.21], [-1.44, -1.16, -1.34], [-0.91, 0.12, -1.89], [-0.63, 0.18, -3.31], [-0.72, -2.42, -1.91], [-2.90, -1.09, -1.67], [1.40, 0.37, -0.94], [-0.97, 2.92, -1.86], [0.23, 2.37, -2.88], [0.87, 2.93, -1.34], [0.37, 1.21, 0.95], [-1.05, 2.10, 0.44], [-2.50, 0.56, 0.64], [-1.49, 0.10, 1.94], [-2.13, -1.95, 0.64], [-0.40, -1.67, 0.38], [-0.95, -2.79, -2.91], [0.37, -2.35, -1.94], [-0.86, -3.32, -1.31], [-3.44, -0.23, -1.28], [-2.98, -0.96, -2.75], [-3.47, -1.92, -1.27], [1.34, -0.61, -0.46], [2.06, 0.95, -0.29], [1.95, 0.07, -1.83], [0.16, -0.36, -3.42], [6.41, -5.33, -0.05], [6.46, -4.15, 0.92], [7.16, -2.83, 0.32], [6.25, -1.81, -0.48], [4.97, -1.64, 0.30], [4.14, -2.90, 0.77], [5.15, -3.72, 1.58], [4.64, -4.64, 2.40], [2.98, -2.45, 1.59], [3.55, -3.52, -0.59], [7.52, -4.67, 2.02], [6.05, -6.23, 0.45], [7.43, -5.44, -0.42], [5.72, -5.21, -0.88], [7.65, -2.22, 1.08], [7.94, -3.13, -0.39], [5.91, -2.25, -1.42], [6.75, -0.85, -0.50], [4.51, -1.14, -0.55], [5.14, -0.86, 1.03], [2.05, -2.33, 1.03], [2.72, -3.31, 2.21], [3.20, -1.60, 2.24], [3.22, -4.52, -0.29], [2.68, -3.16, -1.14], [4.31, -3.66, -1.35], [7.32, -5.59, 2.57], [7.60, -3.97, 2.85], [8.50, -4.60, 1.56], [4.44, -5.38, 1.82], [2.12, 7.17, 5.75], [2.38, 5.73, 5.16], [1.50, 4.87, 6.04], [1.63, 3.36, 5.54], [1.06, 3.25, 4.17], [1.69, 4.28, 3.14], [1.80, 5.63, 3.87], [2.36, 6.57, 3.01], [3.08, 3.61, 2.75], [0.69, 4.44, 1.94], [3.94, 5.48, 5.43], [2.04, 7.97, 5.02], [1.10, 7.22, 6.13], [2.79, 7.56, 6.51], [1.82, 4.91, 7.08], [0.44, 5.09, 5.93], [2.65, 2.99, 5.64], [1.01, 2.72, 6.17], [-0.03, 3.33, 4.24], [1.21, 2.22, 3.83], [3.93, 4.29, 2.71], [2.98, 2.96, 1.88], [3.49, 2.87, 3.44], [0.12, 5.37, 1.96], [0.04, 3.58, 1.74], [1.24, 4.39, 1.00], [4.34, 4.61, 4.91], [4.45, 6.33, 5.00], [4.04, 5.54, 6.52], [1.70, 7.27, 2.98], [-2.13, -5.77, -2.92], [-0.88, -6.68, -2.84], [-1.07, -7.98, -2.01], [0.10, -9.00, -2.14], [-0.06, -9.53, -3.55], [0.12, -8.43, -4.66], [-0.58, -7.15, -4.32], [-0.21, -6.21, -5.12], [1.58, -8.25, -4.90], [-0.72, -9.05, -5.87], [0.40, -5.85, -2.36], [-2.19, -5.11, -3.79], [-2.18, -5.19, -2.00], [-3.04, -6.37, -2.85], [-1.25, -7.47, -1.06], [-2.10, -8.29, -2.22], [-0.08, -9.73, -1.35], [1.08, -8.52, -2.12], [-1.10, -9.85, -3.65], [0.65, -10.35, -3.64], [2.13, -9.01, -5.47], [1.82, -7.44, -5.59], [2.04, -8.15, -3.92], [-1.76, -9.25, -5.62], [-0.98, -8.39, -6.69], [-0.17, -9.91, -6.26], [0.28, -5.58, -1.31], [0.57, -4.91, -2.88], [1.27, -6.50, -2.47], [-0.92, -6.26, -5.77]], "orbital_gap_ev": 7.427, "relative_energy_kj_mol": 735.08, "total_energy_ev": -82520.557, "e_homo_ev": -7.6}

(2)
{"formula": "C45H113FN3O16", "method": "the ωB97M-V functional and the def2-TZVPD basis", "elements": ["C", "C", "C", "O", "C", "N", "C", "C", "C", "C", "C", "C", "C", "C", "C", "C", "C", "C", "O", "C", "C", "F", "N", "C", "O", "C", "O", "C", "N", "H", "H", "H", "H", "H", "H", "H", "H", "H", "H", "H", "H", "H", "H", "H", "H", "H", "H", "H", "H", "H", "H", "H", "H", "H", "H", "H", "H", "H", "H", "H", "H", "H", "H", "H", "H", "H", "H", "H", "H", "H", "C", "C", "O", "H", "H", "H", "H", "H", "H", "C", "C", "O", "H", "H", "H", "H", "H", "H", "C", "C", "O", "H", "H", "H", "H", "H", "H", "C", "C", "O", "H", "H", "H", "H", "H", "H", "C", "C", "O", "H", "H", "H", "H", "H", "H", "C", "C", "O", "H", "H", "H", "H", "H", "H", "C", "C", "O", "H", "H", "H", "H", "H", "H", "C", "C", "O", "H", "H", "H", "H", "H", "H", "C", "C", "O", "H", "H", "H", "H", "H", "H", "C", "C", "O", "H", "H", "H", "H", "H", "H", "C", "C", "O", "H", "H", "H", "H", "H", "H", "C", "C", "O", "H", "H", "H", "H", "H", "H"], "coordinates": [[-0.76, -5.66, 3.15], [-2.21, -5.24, 2.85], [-2.91, -6.17, 1.88], [-2.45, -6.02, 0.52], [-2.90, -4.85, -0.05], [-1.81, -4.32, -0.96], [-2.14, -2.96, -1.52], [-3.35, -2.98, -2.47], [-4.27, -1.78, -2.22], [-3.64, -0.43, -2.57], [-2.75, 0.18, -1.45], [-3.08, 1.63, -1.10], [-1.93, 2.32, -0.37], [-1.89, 2.02, 1.13], [-0.78, 2.78, 1.85], [0.54, 1.99, 1.88], [1.79, 2.87, 1.92], [2.22, 3.18, 3.35], [3.23, 4.16, 3.43], [4.52, 3.69, 3.09], [-0.88, -2.47, -2.22], [-0.54, -3.46, -3.14], [0.22, -2.22, -1.34], [0.14, -2.98, -0.09], [1.38, -3.24, 0.47], [-0.48, -4.36, -0.28], [0.35, -5.19, -1.11], [1.03, -6.06, -0.43], [1.65, -6.82, 0.18], [-0.20, -5.93, 2.25], [-0.23, -4.84, 3.63], [-0.74, -6.50, 3.84], [-2.79, -5.24, 3.77], [-2.23, -4.21, 2.50], [-4.00, -6.07, 1.93], [-2.69, -7.20, 2.16], [-3.78, -5.02, -0.67], [-3.13, -4.06, 0.67], [-1.73, -4.94, -1.77], [-2.37, -2.29, -0.69], [-2.98, -2.91, -3.49], [-3.92, -3.92, -2.42], [-4.61, -1.76, -1.17], [-5.15, -1.91, -2.85], [-3.06, -0.53, -3.49], [-4.44, 0.27, -2.80], [-2.86, -0.43, -0.55], [-1.70, 0.16, -1.77], [-3.99, 1.67, -0.50], [-3.28, 2.17, -2.03], [-0.97, 2.05, -0.84], [-2.02, 3.40, -0.49], [-2.86, 2.30, 1.55], [-1.75, 0.94, 1.30], [-1.08, 3.01, 2.87], [-0.59, 3.73, 1.35], [0.53, 1.35, 2.77], [0.58, 1.32, 1.02], [1.60, 3.82, 1.42], [2.62, 2.38, 1.39], [2.55, 2.25, 3.85], [1.37, 3.56, 3.91], [4.64, 2.63, 3.34], [4.71, 3.84, 2.02], [5.25, 4.27, 3.64], [-1.10, -1.57, -2.78], [0.16, -1.23, -1.10], [-0.48, -2.44, 0.65], [1.87, -2.40, 0.54], [-0.56, -4.82, 0.70], [-8.38, -3.28, -5.07], [-7.73, -2.17, -4.28], [-6.41, -1.88, -4.74], [-7.79, -4.19, -5.02], [-9.38, -3.50, -4.68], [-8.48, -3.00, -6.12], [-7.62, -2.45, -3.23], [-8.34, -1.26, -4.32], [-6.47, -1.61, -5.66], [4.38, -3.39, -2.13], [4.39, -2.18, -3.05], [3.67, -2.42, -4.25], [4.80, -4.26, -2.63], [4.96, -3.20, -1.22], [3.35, -3.63, -1.84], [5.41, -1.93, -3.36], [3.97, -1.31, -2.54], [2.76, -2.64, -4.01], [1.36, 7.71, 0.26], [0.74, 6.53, -0.45], [-0.34, 5.97, 0.30], [1.73, 7.41, 1.24], [2.20, 8.13, -0.31], [0.63, 8.51, 0.40], [1.47, 5.73, -0.58], [0.38, 6.83, -1.44], [-1.00, 6.65, 0.43], [-6.25, -3.63, 2.22], [-5.45, -2.52, 2.86], [-4.15, -2.38, 2.29], [-5.73, -4.58, 2.31], [-7.23, -3.73, 2.68], [-6.41, -3.42, 1.15], [-5.29, -2.72, 3.92], [-5.98, -1.56, 2.79], [-4.28, -2.15, 1.36], [-2.28, -8.76, 5.90], [-3.54, -7.92, 5.84], [-3.87, -7.52, 4.51], [-1.44, -8.21, 5.47], [-2.04, -9.03, 6.92], [-2.40, -9.68, 5.32], [-3.42, -7.00, 6.40], [-4.38, -8.47, 6.28], [-4.01, -8.33, 4.00], [3.64, -6.74, 2.77], [3.75, -6.80, 4.28], [2.62, -7.44, 4.87], [2.73, -6.22, 2.47], [4.50, -6.22, 2.33], [3.60, -7.74, 2.34], [3.77, -5.80, 4.70], [4.67, -7.31, 4.58], [2.58, -8.34, 4.53], [5.28, -0.17, 1.61], [4.23, -1.22, 1.91], [3.22, -1.25, 0.88], [4.82, 0.82, 1.53], [6.02, -0.14, 2.41], [5.79, -0.39, 0.67], [3.70, -0.99, 2.83], [4.68, -2.21, 2.00], [3.65, -1.45, 0.04], [-1.55, 5.94, -3.61], [-2.13, 4.70, -4.27], [-3.17, 4.12, -3.49], [-1.17, 5.69, -2.62], [-0.73, 6.36, -4.20], [-2.31, 6.72, -3.49], [-1.36, 3.94, -4.36], [-2.50, 4.93, -5.27], [-3.88, 4.76, -3.41], [5.93, 9.07, -0.61], [4.83, 9.58, -1.53], [3.62, 9.85, -0.82], [5.61, 8.16, -0.10], [6.84, 8.85, -1.18], [6.16, 9.82, 0.15], [4.58, 8.83, -2.28], [5.16, 10.48, -2.04], [3.82, 10.52, -0.16], [-6.71, -5.64, -8.10], [-8.00, -6.43, -8.05], [-9.01, -5.77, -7.29], [-6.33, -5.46, -7.09], [-5.95, -6.17, -8.67], [-6.86, -4.67, -8.57], [-7.85, -7.39, -7.57], [-8.37, -6.61, -9.07], [-9.19, -4.92, -7.70], [7.84, 14.26, -1.22], [7.13, 13.09, -1.88], [6.05, 12.61, -1.09], [8.22, 13.97, -0.23], [8.68, 14.60, -1.82], [7.16, 15.10, -1.08], [7.81, 12.25, -2.00], [6.77, 13.38, -2.87], [5.42, 13.33, -0.97], [8.18, 5.38, 6.08], [8.07, 3.96, 5.54], [7.64, 3.94, 4.17], [7.23, 5.90, 5.99], [8.48, 5.37, 7.13], [8.93, 5.95, 5.52], [7.31, 3.40, 6.09], [9.02, 3.44, 5.64], [8.29, 4.42, 3.65]], "charge": 1, "orbital_gap_ev": 8.934, "total_energy_ev": -88434.942, "e_homo_ev": -10.7}